Entry from OMol25: a cluster of 15 separate species, C60H105N15 in total in a non-equilibrium geometry (ωB97M-V/def2-TZVPD).

Calculated values
HOMO energy = -10.65 eV
total energy = -86270.1197 eV
orbital gap = 11.01 eV

```
! wB97M-V def2-TZVPD RIJCOSX def2/J DEFGRID3
* xyz 0 1
C -3.90 2.05 -6.57
C -2.96 0.94 -7.02
C -1.52 1.19 -6.51
C -1.42 1.17 -5.03
N -1.17 1.23 -3.90
H -3.98 2.18 -5.45
H -4.90 1.61 -6.83
H -3.82 3.02 -7.07
H -2.93 0.90 -8.10
H -3.36 0.00 -6.68
H -1.25 2.13 -7.02
H -0.81 0.43 -6.85
C 6.24 6.64 -0.92
C 5.49 7.23 0.26
C 4.04 6.68 0.31
C 3.94 5.40 0.91
N 3.91 4.32 1.34
H 6.29 5.57 -1.08
H 7.27 6.96 -1.02
H 5.73 6.96 -1.79
H 5.53 8.30 0.09
H 5.95 7.10 1.23
H 3.63 6.63 -0.72
H 3.40 7.37 0.79
C -2.98 -0.70 5.24
C -3.65 0.62 4.83
C -4.58 0.50 3.66
C -3.95 0.15 2.41
N -3.39 -0.26 1.49
H -3.54 -1.39 5.83
H -2.06 -0.49 5.77
H -2.74 -1.19 4.33
H -2.86 1.32 4.52
H -4.24 0.92 5.72
H -5.03 1.53 3.45
H -5.44 -0.20 3.72
C -2.53 4.73 -1.66
C -1.17 5.21 -1.34
C -1.15 6.74 -1.00
C -1.92 7.02 0.26
N -2.36 7.36 1.24
H -2.95 5.34 -2.44
H -3.16 4.74 -0.76
H -2.63 3.68 -1.89
H -0.51 5.09 -2.18
H -0.61 4.71 -0.53
H -1.56 7.26 -1.84
H -0.08 6.93 -1.01
C 2.55 -1.86 7.66
C 2.13 -2.33 6.26
C 0.77 -1.79 5.93
C -0.22 -2.25 6.93
N -1.04 -2.59 7.71
H 3.47 -1.23 7.58
H 2.78 -2.72 8.34
H 1.80 -1.16 8.07
H 2.04 -3.43 6.37
H 2.82 -2.12 5.49
H 0.47 -2.14 4.96
H 0.75 -0.71 5.99
C 0.77 -4.57 0.33
C 0.76 -5.83 1.08
C 1.94 -5.87 2.09
C 1.84 -4.69 2.96
N 1.83 -3.75 3.59
H 1.79 -4.32 -0.05
H 0.43 -3.73 0.90
H 0.10 -4.56 -0.52
H 0.90 -6.70 0.48
H -0.14 -6.05 1.65
H 2.87 -5.73 1.60
H 2.04 -6.84 2.65
C -1.97 -3.80 3.07
C -2.97 -4.12 4.15
C -4.45 -4.01 3.82
C -4.79 -4.82 2.65
N -4.90 -5.62 1.80
H -1.02 -4.23 3.31
H -1.76 -2.70 2.93
H -2.30 -4.28 2.09
H -2.83 -3.40 4.93
H -2.80 -5.15 4.54
H -4.62 -2.94 3.60
H -5.09 -4.14 4.68
C 6.33 -2.98 -1.43
C 7.58 -2.03 -1.31
C 7.21 -0.74 -0.59
C 6.03 0.02 -1.08
N 5.13 0.64 -1.41
H 6.48 -3.97 -1.93
H 5.57 -2.44 -1.98
H 6.00 -3.26 -0.39
H 7.93 -1.76 -2.31
H 8.52 -2.49 -0.87
H 8.01 0.00 -0.59
H 6.96 -0.86 0.50
C 0.32 0.64 -0.94
C -0.96 -0.20 -0.87
C -0.85 -1.44 0.04
C -0.46 -1.10 1.37
N -0.14 -0.76 2.42
H 0.58 0.93 0.10
H 0.26 1.48 -1.64
H 1.20 0.05 -1.25
H -1.31 -0.60 -1.83
H -1.79 0.43 -0.54
H -0.24 -2.28 -0.32
H -1.87 -1.85 0.05
C 3.10 -0.95 1.13
C 2.98 -0.54 2.58
C 4.08 0.52 2.93
C 5.38 -0.03 2.56
N 6.40 -0.56 2.40
H 3.25 -0.10 0.48
H 2.23 -1.55 0.86
H 4.00 -1.52 1.06
H 3.05 -1.37 3.28
H 2.03 -0.01 2.77
H 4.16 0.77 3.99
H 4.10 1.48 2.41
C -5.80 -3.57 -1.62
C -5.37 -4.93 -2.23
C -4.15 -5.58 -1.56
C -3.00 -4.70 -1.79
N -2.07 -4.04 -1.85
H -6.76 -3.22 -2.02
H -5.01 -2.89 -1.79
H -5.87 -3.76 -0.57
H -5.24 -4.78 -3.32
H -6.19 -5.67 -2.15
H -4.01 -6.59 -1.94
H -4.23 -5.61 -0.53
C 1.49 -1.82 -4.64
C 0.69 -2.59 -3.62
C 1.19 -4.03 -3.39
C 2.57 -4.21 -2.86
N 3.60 -4.39 -2.32
H 1.15 -0.78 -4.65
H 1.24 -2.04 -5.69
H 2.54 -1.73 -4.43
H -0.34 -2.61 -4.03
H 0.71 -2.20 -2.59
H 1.03 -4.69 -4.29
H 0.52 -4.51 -2.64
C -5.57 2.76 -2.73
C -5.29 1.80 -1.53
C -4.28 0.67 -1.88
C -4.54 -0.06 -3.14
N -4.50 -0.58 -4.19
H -6.23 2.38 -3.49
H -4.63 2.95 -3.24
H -6.05 3.72 -2.34
H -6.28 1.39 -1.26
H -4.93 2.37 -0.65
H -4.19 -0.03 -1.00
H -3.32 1.20 -2.12
C 2.29 2.60 -5.37
C 3.17 2.35 -4.12
C 2.59 2.94 -2.85
C 2.69 4.38 -2.82
N 2.80 5.53 -2.82
H 2.78 2.15 -6.23
H 2.11 3.66 -5.54
H 1.36 2.03 -5.31
H 4.15 2.81 -4.29
H 3.28 1.32 -3.96
H 2.98 2.47 -1.96
H 1.51 2.75 -2.88
C -2.09 3.70 2.30
C -0.86 2.79 1.95
C 0.33 2.82 2.94
C -0.04 2.49 4.33
N -0.28 2.05 5.35
H -2.59 3.31 3.22
H -2.84 3.73 1.51
H -1.88 4.72 2.64
H -0.48 2.99 0.95
H -1.27 1.78 1.98
H 0.75 3.82 3.04
H 1.13 2.12 2.61
*
```